Computed, not measured: a cluster of 2 separate species, C6H7O5P in total at a distorted geometry, with ωB97M-V/def2-TZVPD.

The LUMO energy (alpha / beta) is 5.968 / 5.898 eV. For the HOMO energy (alpha / beta), the calculation gives 0.0171 / 0.0012 hartree. Its energy above the lowest of the compared OMol25 structures with the same formula, charge and spin is 82.0 kcal per mole. Its charge is -2. Its molar mass is 190.1 g mol⁻¹. The frontier orbital gap (alpha / beta) is 5.5 / 5.9 eV.

Each line ends with the Mulliken charge.
CARTESIAN COORDINATES (ANGSTROEM)
C (-0.53957, 2.60866, -1.68052)  -1.0040
C (-1.35932, -1.10563, 1.80558)  0.1910
C (0.12188, 1.79274, -0.72563)  0.9618
C (-0.46121, -0.82955, 0.80735)  -0.0866
C (-0.58298, 1.60949, 0.51189)  -0.0069
C (1.36300, 1.04205, -0.88729)  -1.2535
O (1.89359, -2.00811, 0.77021)  -0.7475
O (-0.20530, -3.53034, 0.30862)  -0.6043
O (-0.90808, 2.23375, 1.50884)  -0.5020
O (0.77179, -1.96654, -1.48831)  -0.8511
O (-1.34796, -2.12212, 2.58728)  -0.7659
P (0.62070, -2.04674, -0.01003)  0.7326
H (-0.32143, 2.52293, -2.74106)  0.2974
H (-1.43800, 3.02523, -1.20722)  0.2971
H (-2.26195, -0.32714, 1.95816)  0.1042
H (1.99422, 1.55550, -1.65656)  0.3620
H (1.83430, 0.98737, 0.09737)  0.3599
H (1.24827, -0.13738, -1.21409)  0.1865
H (-0.42195, -3.30419, 1.25542)  0.3294

---

Computed, not measured: a structure of composition C6H7O6Rb at a distorted geometry, with ωB97M-V/def2-TZVPD.

The LUMO energy is -0.850 eV. For the HOMO energy, the calculation gives -0.2713 hartree. Its energy above the lowest of the compared OMol25 structures with the same formula, charge and spin is 15.7 kcal per mole. Its molar mass is 260.6 g mol⁻¹. The frontier orbital gap is 6.5 eV.

Each line ends with the Mulliken charge.
CARTESIAN COORDINATES (ANGSTROEM)
Rb (1.51721, -0.05456, 4.00885)  0.9534
O (1.88658, -0.64193, 1.01421)  -0.4240
O (2.24233, -0.09160, -1.06808)  -0.3773
O (3.82829, 0.35315, 0.42450)  -0.6205
C (2.70440, -0.00669, 0.18321)  0.6768
C (1.23735, -1.10127, -1.18577)  -0.5880
C (0.53644, -1.19900, 0.16480)  -0.1866
H (0.54160, -0.75571, -1.95622)  0.2708
H (1.75956, -2.05829, -1.32197)  0.3419
H (0.21060, -2.23997, 0.28344)  0.4671
O (-0.62004, -0.59066, 1.77813)  -0.9219
O (-0.31953, 1.09186, 0.18649)  -0.4183
C (-1.43237, 1.67537, -0.47489)  -0.4025
C (-2.52921, 0.63357, -0.29066)  -0.3366
O (-1.78215, -0.57271, -0.22828)  -0.3861
C (-0.61552, -0.26628, 0.48799)  0.8974
H (-1.66447, 2.63054, 0.01128)  0.2491
H (-1.19176, 1.82658, -1.53880)  0.2572
H (-3.23083, 0.57689, -1.12970)  0.2933
H (-3.07847, 0.79072, 0.65148)  0.2547

---

Computed, not measured: a structure of composition C6H7O6Sc at a distorted geometry, with ωB97M-V/def2-TZVPD.

The LUMO energy is -10.917 eV. For the HOMO energy, the calculation gives -0.6643 hartree. Its charge is +2. Its molar mass is 220.1 g mol⁻¹. The frontier orbital gap is 7.2 eV.

Each line ends with the Mulliken charge.
CARTESIAN COORDINATES (ANGSTROEM)
Sc (-2.05232, 0.95413, -0.61121)  1.6249
O (-1.09558, 0.91273, -2.27063)  -0.6270
O (0.98453, 0.14393, -2.11121)  -0.3212
O (-0.37651, -0.73548, -3.61576)  -0.4351
C (-0.23768, 0.05495, -2.70580)  0.8096
C (1.30908, 1.29535, -1.35465)  -0.7013
C (0.87123, 1.32186, 0.08878)  -0.2879
H (2.40429, 1.32866, -1.34289)  0.4453
H (0.90190, 2.20601, -1.81667)  0.3616
H (1.55348, 1.91574, 0.70304)  0.6070
O (-0.52282, 1.56997, 0.66918)  -0.6361
O (-0.62841, -0.66292, 0.20547)  -0.3544
C (-0.70907, -1.81407, 1.07550)  -0.3194
C (-0.34889, -1.20921, 2.42471)  -0.4008
O (0.51049, -0.11845, 2.04743)  -0.3283
C (0.14464, 0.30412, 0.83501)  1.3356
H (-1.72672, -2.20929, 1.02489)  0.3020
H (0.02087, -2.55505, 0.73055)  0.3093
H (0.22246, -1.88476, 3.06682)  0.3314
H (-1.22499, -0.81824, 2.95746)  0.2848

---

Computed, not measured: a structure of composition C6H7O8P at a distorted geometry, with ωB97M-V/def2-TZVPD.

The LUMO energy is 0.288 eV. For the HOMO energy, the calculation gives -0.3107 hartree. Its energy above the lowest of the compared OMol25 structures with the same formula, charge and spin is 56.6 kcal per mole. Its molar mass is 238.1 g mol⁻¹. The frontier orbital gap is 8.7 eV.

Each line ends with the Mulliken charge.
CARTESIAN COORDINATES (ANGSTROEM)
C (-1.82637, -1.26908, 0.01979)  1.0831
C (-2.85745, -0.18861, -0.10432)  0.1966
C (-0.68864, -0.71940, 0.06936)  -0.5828
C (-2.11454, 0.99043, -0.07826)  0.4035
C (3.69691, -0.69953, 0.53931)  -0.9888
C (2.28623, -0.30904, -0.09285)  1.1247
O (0.56537, 2.80553, 0.94933)  -0.6400
O (-0.81837, 0.61873, 0.25582)  -0.2612
O (-2.15736, -2.54967, 0.08430)  -0.5576
O (-4.26133, -0.25807, -0.38347)  -0.5575
O (-2.33802, 2.34303, -0.04510)  -0.5609
O (2.47389, -1.52445, 0.42462)  -0.4307
O (2.45519, 0.13779, -1.37173)  -0.4890
O (1.75078, 0.54993, 0.72548)  -0.2844
P (1.00330, 1.84529, -0.08542)  0.4362
H (4.47620, -0.95604, -0.16959)  0.2973
H (3.81808, -0.25549, 1.41577)  0.3359
H (-3.02437, -2.60046, -0.21964)  0.3010
H (-4.63188, 0.56636, -0.42896)  0.2892
H (-1.49641, 2.91730, 0.24957)  0.3883
H (0.38102, -1.32580, 0.04217)  0.1529
H (3.30777, -0.11876, -1.79620)  0.3442

---

Computed, not measured: a cluster of 2 separate species, C6H7P in total at a distorted geometry, with ωB97M-V/def2-TZVPD.

The LUMO energy is 0.056 eV. For the HOMO energy, the calculation gives -0.3241 hartree. Its energy above the lowest of the compared OMol25 structures with the same formula, charge and spin is 119.5 kcal per mole. Its molar mass is 110.1 g mol⁻¹. The frontier orbital gap is 8.9 eV.

Each line ends with the Mulliken charge.
CARTESIAN COORDINATES (ANGSTROEM)
C (1.84614, 1.11356, -0.10134)  -0.3218
C (1.98242, -0.27446, -0.29173)  -0.2463
C (0.69420, 1.48097, 0.46166)  -0.6060
C (1.04073, -1.01683, 0.24154)  -0.4504
C (-2.38179, -0.93047, -0.46937)  -0.3103
C (-1.66598, -0.20023, 0.28868)  -0.3234
P (-0.13885, 0.00005, 1.10549)  -0.0691
H (2.65360, 1.70173, -0.37431)  0.4287
H (2.84241, -0.67930, -0.79178)  0.3678
H (0.38322, 2.41423, 0.69187)  0.4825
H (0.94372, -2.07429, 0.03253)  0.4477
H (-3.44298, -0.91642, -0.84391)  0.2489
H (-1.95709, -1.66750, -1.08286)  0.2803
H (-2.79975, 1.04896, 1.13351)  0.0715

---

Computed, not measured: a structure of composition C6H8 at a distorted geometry, with ωB97M-V/def2-TZVPD.

The LUMO energy is 1.182 eV. For the HOMO energy, the calculation gives -0.3241 hartree. Its energy above the lowest of the compared OMol25 structures with the same formula, charge and spin is 97.9 kcal per mole. Its molar mass is 80.1 g mol⁻¹. The frontier orbital gap is 10.0 eV.

Each line ends with the Mulliken charge.
CARTESIAN COORDINATES (ANGSTROEM)
C (1.04919, -0.45076, -0.78584)  -0.8100
C (0.04758, -0.94540, 0.30856)  -0.1689
C (0.49411, 0.26623, 1.13933)  -0.8980
C (0.65171, 0.90575, -0.21656)  -0.4856
C (-1.13924, 0.82991, -0.26614)  -0.5676
C (-1.33954, -0.54677, -0.13309)  -0.5266
H (2.08486, -0.61880, -1.04373)  0.3368
H (0.84564, -0.50084, -1.87465)  0.3266
H (-0.01087, -2.02237, 0.45672)  0.4063
H (-0.29951, 0.38056, 1.78616)  0.4795
H (1.51333, 0.02391, 1.62648)  0.3098
H (1.07414, 1.79818, -0.28809)  0.6941
H (-1.52662, 1.65266, -0.73343)  0.4698
H (-2.26387, -1.06706, -0.20706)  0.4339

---

Computed, not measured: the molecule C6H8 at a distorted geometry, with ωB97M-V/def2-TZVPD.

The LUMO energy is -0.186 eV. For the HOMO energy, the calculation gives -0.3396 hartree. Its energy above the lowest of the compared OMol25 structures with the same formula, charge and spin is 112.6 kcal per mole. Its molar mass is 80.1 g mol⁻¹. The frontier orbital gap is 9.1 eV.

Each line ends with the Mulliken charge.
CARTESIAN COORDINATES (ANGSTROEM)
C (2.12199, 0.57135, -0.22881)  -0.4864
C (1.36772, -0.24540, 0.67500)  0.0799
C (-0.05362, -0.68049, 0.51352)  -0.4253
C (-0.86394, 0.17029, 0.00836)  -0.1378
C (2.46210, -0.90940, -0.09883)  -0.3084
C (-2.34214, -0.06478, -0.33125)  -1.1725
H (1.69674, 0.69790, -1.19402)  0.2808
H (2.80261, 1.39982, 0.02809)  0.2604
H (1.69998, -0.28859, 1.70208)  0.3361
H (-0.23263, -1.72585, 0.79448)  0.3297
H (-0.63828, 1.17450, -0.28728)  0.3419
H (-2.41500, -0.03940, -1.53436)  0.2385
H (-2.88460, 0.89438, -0.11254)  0.3064
H (-2.72090, -0.95433, 0.06556)  0.3567

---

Computed, not measured: the molecule C6H8 at a distorted geometry, with ωB97M-V/def2-TZVPD.

The LUMO energy is 0.625 eV. For the HOMO energy, the calculation gives -0.2919 hartree. Its energy above the lowest of the compared OMol25 structures with the same formula, charge and spin is 121.1 kcal per mole. Its molar mass is 80.1 g mol⁻¹. The frontier orbital gap is 8.6 eV.

Each line ends with the Mulliken charge.
CARTESIAN COORDINATES (ANGSTROEM)
C (-0.55101, -1.13040, -1.14047)  -0.4152
C (0.73415, -1.47370, -0.39307)  -0.7037
C (0.78749, 1.69439, -0.29066)  -0.8457
C (-0.42195, -0.71921, 0.09199)  0.4134
C (-0.36028, 1.17135, 0.13745)  -0.1105
C (-0.62951, 0.01090, 1.31405)  -0.5472
H (-1.37255, -1.63608, -1.59573)  0.3134
H (0.81566, -2.48695, -0.05057)  0.2561
H (1.62843, -0.96293, -0.76676)  0.2160
H (0.82415, 1.98579, -1.32116)  0.2833
H (1.50778, 2.07295, 0.42500)  0.2683
H (-1.37437, 1.41072, -0.13530)  0.3002
H (-1.65465, 0.17107, 1.59012)  0.2551
H (0.06666, -0.10788, 2.13511)  0.3165

---

Computed, not measured: a structure of composition C6H8, with ωB97M-V/def2-TZVPD.

The LUMO energy is 0.701 eV. For the HOMO energy, the calculation gives -0.2880 hartree. Its energy above the lowest of the compared OMol25 structures with the same formula, charge and spin is 103.9 kcal per mole. Its molar mass is 80.1 g mol⁻¹. The frontier orbital gap is 8.5 eV.

Each line ends with the Mulliken charge.
CARTESIAN COORDINATES (ANGSTROEM)
C (0.62478, 1.18224, -0.09224)  -0.7357
C (0.67495, -0.29555, -0.52720)  -0.1975
C (0.50741, -0.80830, 0.91519)  -0.6949
C (-0.70758, 0.13429, 1.12094)  -0.2625
C (-1.54851, -0.24665, -0.08324)  -0.5221
C (-0.71972, -0.56032, -1.08344)  -0.3424
H (0.21705, 1.90524, -0.80430)  0.3752
H (1.52864, 1.54725, 0.40757)  0.3670
H (1.52155, -0.59946, -1.15746)  0.3614
H (1.35600, -0.57937, 1.57012)  0.3004
H (0.23249, -1.86220, 1.01029)  0.3078
H (-0.21955, 1.26842, 0.96797)  0.2095
H (-2.63338, -0.22949, -0.08873)  0.4254
H (-0.94641, -0.86174, -2.10210)  0.4084

---

Computed, not measured: a cluster of 2 separate species, C6H8 in total at a distorted geometry, with ωB97M-V/def2-TZVPD.

The LUMO energy is 1.010 eV. For the HOMO energy, the calculation gives -0.3353 hartree. Its energy above the lowest of the compared OMol25 structures with the same formula, charge and spin is 99.7 kcal per mole. Its molar mass is 80.1 g mol⁻¹. The frontier orbital gap is 10.1 eV.

Each line ends with the Mulliken charge.
CARTESIAN COORDINATES (ANGSTROEM)
C (0.96927, -2.11066, 0.18793)  -0.6602
C (0.99517, -0.83004, -0.01213)  0.0075
C (1.40483, 0.35644, -0.39838)  0.0843
C (0.81597, 1.60600, 0.20670)  -1.2158
H (0.45107, -2.74852, -0.45968)  0.2655
H (1.38471, -2.57613, 1.14630)  0.1942
H (2.37465, 0.53736, -1.05080)  0.2433
H (0.24681, 2.24746, -0.42822)  0.3424
H (1.52342, 2.35067, 0.35429)  0.4199
H (0.16036, 1.49761, 1.04486)  0.3176
C (-2.38741, -0.49031, -0.52774)  -0.4408
C (-2.76942, 0.32340, 0.23629)  -0.3072
H (-2.37707, -1.42810, -0.96646)  0.3741
H (-2.79235, 1.26482, 0.66704)  0.3752

---

Computed, not measured: the molecule C6H8, with ωB97M-V/def2-TZVPD.

The LUMO energy is 1.232 eV. For the HOMO energy, the calculation gives -0.3380 hartree. Its energy above the lowest of the compared OMol25 structures with the same formula, charge and spin is 42.9 kcal per mole. Its molar mass is 80.1 g mol⁻¹. The frontier orbital gap is 10.4 eV.

Each line ends with the Mulliken charge.
CARTESIAN COORDINATES (ANGSTROEM)
C (1.13280, -0.80216, 0.13812)  -0.6652
C (-0.31341, -0.87199, -0.40944)  -0.3697
C (-1.16367, -0.23598, 0.71229)  -0.6507
C (-0.44627, 1.07287, 0.38879)  -0.3377
C (0.97962, 0.71490, -0.01252)  -0.4524
C (-0.14244, 0.56266, -0.98607)  -0.3970
H (1.88000, -1.16491, -0.57169)  0.2951
H (1.30882, -1.25896, 1.12541)  0.2871
H (-0.65028, -1.74113, -0.97049)  0.4440
H (-2.21427, -0.16536, 0.41264)  0.3018
H (-1.07821, -0.66394, 1.71590)  0.2910
H (-0.71855, 2.08210, 0.67717)  0.3816
H (1.72429, 1.43379, -0.27666)  0.3955
H (-0.29844, 1.03812, -1.94345)  0.4766

---

Computed, not measured: the molecule C6H8, with ωB97M-V/def2-TZVPD.

The LUMO energy (alpha / beta) is -0.761 / -0.761 eV. For the HOMO energy (alpha / beta), the calculation gives -0.3013 / -0.3014 hartree. Its energy above the lowest of the compared OMol25 structures with the same formula, charge and spin is 107.2 kcal per mole. Its molar mass is 80.1 g mol⁻¹. The frontier orbital gap (alpha / beta) is 7.4 / 7.4 eV.

Each line ends with the Mulliken charge.
CARTESIAN COORDINATES (ANGSTROEM)
C (-0.84137, -0.94370, -1.48999)  -1.1905
C (0.19171, -0.90349, -0.37728)  -0.0520
C (1.32577, 0.11670, -0.50155)  -0.4572
C (0.24465, 0.28940, 0.46892)  0.2481
C (-0.30729, 0.86355, 1.55938)  -0.1418
C (0.11298, 2.15697, 2.02424)  -0.6376
H (-0.95082, 0.04564, -1.94801)  0.3059
H (-1.82470, -1.24804, -1.11753)  0.3155
H (-0.53545, -1.64514, -2.27309)  0.3241
H (0.40264, -1.85878, 0.10334)  0.3267
H (1.37789, 0.71325, -1.41035)  0.2258
H (2.29412, -0.13405, -0.07254)  0.2402
H (-1.08178, 0.25097, 2.03387)  0.3266
H (-0.40835, 2.29673, 3.00058)  0.1662

---

Q: Number 3 is which compound?
A: C6H7O6Sc